Computed, not measured: C48H38CsIN6O2P as an isolated structure, with ωB97M-V with the def2-TZVPD basis set.

Calculated values
Net charge: -1
Molecular weight (u): 1021.65
Energy above the lowest of the compared OMol25 structures with the same formula, charge and spin (eV): 0.6141
E_HOMO (eV): -4.70
Frontier orbital gap (Eh): 0.2457

CARTESIAN COORDINATES (ANGSTROEM)
Cs: 0.53094 -0.02591 -0.04728
C: 0.68049 -4.35817 3.03628
C: 0.19645 -3.16920 2.24357
N: 0.92820 -2.14571 1.98061
N: 2.23718 -2.20327 2.34541
C: 2.84694 -1.01899 2.20993
O: 2.35450 0.07773 1.88348
C: 4.32516 -1.06668 2.55177
C: 4.96266 -2.24033 2.95900
C: 6.31434 -2.23297 3.27983
C: 7.04567 -1.05376 3.19838
C: 6.41604 0.11640 2.79603
C: 5.06556 0.10825 2.47702
C: -1.20226 -3.16154 1.75508
C: -2.05671 -4.23633 2.04269
C: -3.35465 -4.23688 1.55729
C: -3.78453 -3.17152 0.78548
C: -2.87891 -2.14597 0.55124
N: -1.63709 -2.12406 1.01963
H: 1.71651 -4.19041 3.31521
H: 0.61483 -5.28673 2.46122
H: 0.07994 -4.49039 3.94233
H: 4.37805 -3.14674 3.02033
H: 6.80015 -3.14962 3.59439
H: 8.10096 -1.04778 3.44713
H: 6.98059 1.04023 2.73134
H: 4.54710 1.00986 2.17198
H: -1.70445 -5.06615 2.63833
H: -4.01785 -5.06675 1.77541
H: -4.78210 -3.12506 0.36770
H: -3.16878 -1.28948 -0.05807
O: -2.02329 -0.10521 -4.28523
C: -1.39963 0.21186 -3.23626
N: -0.32925 -0.36222 -2.72958
C: 0.09450 -1.49179 -3.51036
C: 1.14585 -2.41453 -2.91190
C: 1.50485 -3.54391 -3.66291
C: 2.43229 -4.43286 -3.15717
C: 2.98488 -4.19438 -1.90362
C: 2.57787 -3.06043 -1.22536
N: 1.69759 -2.19050 -1.72745
C: -1.98706 1.43719 -2.50160
C: -2.95536 2.17764 -3.18974
C: -3.52154 3.28697 -2.58544
C: -3.12563 3.64010 -1.30258
C: -2.16983 2.84809 -0.68602
N: -1.62026 1.78549 -1.26707
H: 0.48650 -1.17660 -4.49290
H: -0.75866 -2.13432 -3.77626
H: 1.04423 -3.70913 -4.62978
H: 2.71792 -5.30878 -3.72798
H: 3.70499 -4.87008 -1.45945
H: 2.95884 -2.82751 -0.23240
H: -3.23238 1.84767 -4.17987
H: -4.26954 3.87336 -3.10832
H: -3.53980 4.49912 -0.78978
H: -1.82362 3.07761 0.32074
I: 1.47851 3.44277 1.13964
C: 0.02554 4.63597 2.07818
C: -0.31298 5.75884 1.37134
C: -1.07755 6.79143 1.93639
C: -1.42502 6.72040 3.25124
C: -1.10363 5.57264 4.01342
C: -1.42176 5.55843 5.39153
C: -1.13296 4.47651 6.16389
C: -0.62324 3.31822 5.54729
C: -0.33221 3.25673 4.20025
P: -0.15534 1.57785 3.42991
C: 0.96974 0.75793 4.58795
C: 2.11403 1.42847 5.03430
C: 3.10053 0.75152 5.73963
C: 2.95810 -0.59987 6.01430
C: 1.82590 -1.27185 5.57945
C: 0.83889 -0.60347 4.86701
C: -1.81705 0.88824 3.82854
C: -2.73041 0.82243 2.77900
C: -4.01508 0.33052 2.98413
C: -4.39215 -0.12541 4.23622
C: -3.48300 -0.08637 5.28842
C: -2.20875 0.42072 5.08621
C: -0.45394 4.44845 3.41134
H: 0.05618 5.87377 0.35952
H: -1.32846 7.65537 1.33318
H: -1.95025 7.53301 3.74039
H: -1.89266 6.44035 5.81382
H: -1.35038 4.47559 7.22528
H: -0.49663 2.42432 6.14290
H: 2.24492 2.47846 4.80755
H: 3.99286 1.27945 6.05704
H: 3.73980 -1.13283 6.54312
H: 1.72124 -2.33546 5.76099
H: -0.01451 -1.15456 4.49144
H: -2.42731 1.14012 1.78524
H: -4.70933 0.28684 2.15325
H: -5.38721 -0.52459 4.39345
H: -3.76963 -0.45660 6.26596
H: -1.49962 0.43178 5.90424

Forces on atoms 1 to 6 (eV/Å):
Cs -0.55 0.41 -0.10
C -0.04 0.00 -0.09
C 0.13 -0.02 0.15
N -0.05 -0.22 0.06
N 0.00 -0.03 0.03
C 0.20 0.00 0.24

Computed, not measured: C48H39BCrF4N7O5S2 as an isolated structure, with ωB97M-V with the def2-TZVPD basis set.

Calculated values
Net charge: -1
Molecular weight (u): 996.82
Multiplicity: 5
Energy above the lowest of the compared OMol25 structures with the same formula, charge and spin (eV): 0.0000
E_HOMO (spin up / spin down) (eV): -4.86 / -5.01
Frontier orbital gap (spin up / spin down) (Eh): 0.2129 / 0.1846

CARTESIAN COORDINATES (ANGSTROEM)
Cr: 0.66869 0.76509 0.35550
C: 2.11309 6.59809 5.12423
C: 1.26271 5.46921 4.60774
C: 1.85197 4.32736 4.06546
C: 1.07650 3.30112 3.55800
C: -0.30898 3.41034 3.58791
C: -0.91525 4.53287 4.12357
C: -0.12378 5.55457 4.63206
S: -1.28509 2.08316 2.92960
O: -0.96805 0.89258 3.67548
O: -2.65032 2.54497 2.91471
N: -0.70181 1.88397 1.45984
C: -0.89650 2.81576 0.45202
C: -1.73182 3.93266 0.38612
C: -1.69881 4.67796 -0.77538
C: -0.86459 4.32591 -1.83450
C: -0.08144 3.20036 -1.70255
N: -0.10668 2.47493 -0.58465
H: 3.07011 6.23452 5.49721
H: 1.61302 7.13439 5.93011
H: 2.32149 7.31725 4.32924
H: 2.93253 4.24626 4.03831
H: 1.53487 2.41350 3.13632
H: -1.99455 4.59876 4.13367
H: -0.59496 6.43577 5.05133
H: -2.39864 4.16906 1.20095
H: -2.34546 5.54211 -0.86431
H: -0.83740 4.89784 -2.74968
H: 0.56934 2.84102 -2.48742
C: 1.79487 -0.20311 4.58804
S: 1.16376 -1.02989 3.14879
C: 2.42189 -2.26563 2.95050
O: 1.47904 -0.03686 2.03730
H: 1.88241 -0.92974 5.39437
H: 1.08267 0.57384 4.85203
H: 2.76767 0.21710 4.33067
H: 2.40421 -2.92127 3.82013
H: 3.38465 -1.76714 2.83124
H: 2.16257 -2.81934 2.05184
C: 3.60290 4.45100 -2.04423
C: 3.20666 4.34836 -0.71907
C: 2.87069 3.10933 -0.19052
C: 2.88292 1.96343 -0.98365
C: 3.29793 2.07306 -2.31196
C: 3.65613 3.30473 -2.83239
N: 2.43285 0.73204 -0.45439
C: 3.35154 -0.31707 -0.44903
C: 4.72448 -0.09260 -0.28804
C: 5.61022 -1.15669 -0.21567
C: 5.15828 -2.46770 -0.30450
C: 3.79905 -2.69374 -0.48841
C: 2.90943 -1.63624 -0.56857
H: 3.86697 5.41355 -2.46277
H: 3.15860 5.23091 -0.09299
H: 2.57424 3.01755 0.84930
H: 3.28843 1.18867 -2.93461
H: 3.95276 3.37670 -3.87134
H: 5.09225 0.92306 -0.20577
H: 6.66730 -0.95574 -0.08626
H: 5.85392 -3.29516 -0.25323
H: 3.42001 -3.70328 -0.59380
H: 1.86611 -1.84184 -0.76289
C: -2.49624 -7.74282 -3.31612
C: -1.33277 -6.86397 -3.79438
C: -1.21002 -6.98752 -5.31942
C: -0.04814 -7.40485 -3.16353
C: -1.58090 -5.39885 -3.42502
C: -2.80700 -4.80999 -3.71237
C: -3.07691 -3.46484 -3.42842
C: -2.08144 -2.71856 -2.84808
O: -2.11377 -1.41612 -2.47571
B: -0.77840 -1.12740 -1.89007
O: -0.01700 -2.39028 -1.98598
C: -0.84618 -3.29254 -2.56022
C: -0.57619 -4.61129 -2.83742
H: -2.27279 -8.79595 -3.50498
H: -3.42494 -7.50607 -3.83509
H: -2.66721 -7.61210 -2.24662
H: -1.07092 -8.03190 -5.61291
H: -0.35880 -6.40986 -5.68384
H: -2.10654 -6.60772 -5.81146
H: 0.05996 -8.46405 -3.40789
H: -0.06401 -7.30554 -2.07662
H: 0.83667 -6.88901 -3.53872
H: -3.58931 -5.39844 -4.17448
H: -4.03871 -3.02394 -3.65426
H: 0.39547 -5.00966 -2.58382
F: -2.39033 1.11746 -1.82019
C: -2.91924 0.74985 -0.64865
C: -4.07389 1.36510 -0.26898
F: -4.60127 2.28189 -1.09010
C: -4.72266 1.08904 0.96249
C: -4.08086 0.09109 1.73914
C: -2.91867 -0.51321 1.35405
F: -2.39393 -1.40437 2.20333
C: -2.24683 -0.20197 0.15097
C: -0.96269 -0.73009 -0.24645
C: -0.46115 -1.82508 0.54981
N: 0.04318 -2.68148 1.13824
C: -0.02471 -0.00969 -2.80244
N: 0.48531 0.75843 -3.49277
F: -4.60788 -0.25590 2.91571
C: -5.88099 1.75952 1.38376
C: -6.51580 2.78904 0.62654
N: -7.08951 3.62285 0.07631
C: -6.53509 1.50977 2.62699
N: -7.13454 1.35929 3.59865

Forces on atoms 1 to 6 (eV/Å):
Cr -0.07 -0.38 0.36
C 0.00 0.00 -0.01
C 0.02 0.02 0.01
C 0.01 -0.01 0.00
C -0.02 -0.01 0.00
C 0.02 0.01 0.09

Computed, not measured: C48H39F10N3O4Ta as an isolated structure, with ωB97M-V with the def2-TZVPD basis set.

Calculated values
Net charge: +1
Molecular weight (u): 1092.78
E_HOMO (eV): -10.77
Frontier orbital gap (Eh): 0.2675

CARTESIAN COORDINATES (ANGSTROEM)
Ta: 0.16826 -1.40588 -0.42511
C: 1.82552 -2.36539 2.10385
N: 1.41954 -2.84462 0.75448
C: 2.62924 -2.97845 -0.12170
C: 2.25089 -3.20979 -1.58475
N: 1.24278 -2.22376 -1.99868
C: 1.13247 -1.87030 -3.32832
C: 0.50747 -0.65715 -3.61031
F: 0.08407 0.05814 -2.51878
C: 0.29560 -0.15452 -4.87202
F: -0.30546 1.01555 -5.04514
C: 0.73662 -0.89706 -5.95726
F: 0.55468 -0.45119 -7.19320
C: 1.35882 -2.11392 -5.73354
F: 1.76626 -2.83973 -6.76487
C: 1.54490 -2.59659 -4.44645
F: 2.10978 -3.80241 -4.30256
C: 0.75071 -4.17314 0.93663
C: -0.72677 -3.90617 1.05841
N: -1.04931 -3.13087 -0.13551
C: -2.21779 -3.36815 -0.82781
C: -3.15828 -4.40314 -0.70855
F: -3.02648 -5.38810 0.19357
C: -4.27334 -4.47416 -1.53105
F: -5.12365 -5.47914 -1.37011
C: -4.51180 -3.53717 -2.52302
F: -5.58055 -3.63451 -3.30481
C: -3.60765 -2.50214 -2.68293
F: -3.77398 -1.57426 -3.61509
C: -2.52876 -2.46101 -1.83545
F: -1.63549 -1.41749 -1.95276
H: 2.55228 -3.06040 2.52761
H: 2.27038 -1.38270 2.03419
H: 0.94986 -2.32876 2.75138
H: 3.18625 -2.04838 -0.02643
H: 3.24661 -3.79502 0.26029
H: 3.16476 -3.09114 -2.16986
H: 1.89925 -4.23143 -1.74953
H: 0.92633 -4.78166 0.05208
H: 1.19123 -4.66484 1.80408
H: -1.28130 -4.83126 1.15164
H: -0.93800 -3.31977 1.96363
C: -0.68770 4.58317 2.74900
C: -0.11159 3.89733 1.53025
C: 0.46976 4.87855 0.52931
O: -1.13683 3.13506 0.91192
C: -0.63096 1.88580 0.52593
C: 0.61832 1.67801 1.38894
O: 0.86339 2.93732 1.96988
C: 1.86576 1.14027 0.63697
O: 1.42519 -0.04127 -0.06519
C: 2.97740 0.74125 1.60846
C: 4.13515 0.18279 1.06717
C: 5.15632 -0.26187 1.88819
C: 5.04407 -0.12801 3.26831
C: 3.92068 0.47518 3.80858
C: 2.89005 0.91525 2.98278
C: 2.46117 2.15433 -0.33322
C: 2.24899 2.10715 -1.70125
C: 2.80610 3.06740 -2.53799
C: 3.59658 4.07550 -2.01381
C: 3.83693 4.11283 -0.64628
C: 3.27688 3.16114 0.18670
C: -1.72622 0.82489 0.77659
O: -1.09594 -0.43588 0.55229
C: -2.21691 0.85547 2.21760
C: -3.15130 1.81449 2.60316
C: -3.59516 1.87275 3.91327
C: -3.11678 0.97151 4.85617
C: -2.19282 0.01210 4.47833
C: -1.74443 -0.04362 3.16463
C: -2.89079 0.92956 -0.20454
C: -3.92319 0.00010 -0.07760
C: -4.99101 0.00761 -0.95807
C: -5.04248 0.95080 -1.97764
C: -4.02622 1.88292 -2.10176
C: -2.95178 1.87494 -1.21901
H: -1.49104 5.25475 2.44826
H: 0.08631 5.16400 3.24907
H: -1.08121 3.83534 3.43659
H: -0.30025 5.60002 0.25707
H: 0.80792 4.36726 -0.37142
H: 1.31350 5.41138 0.96601
H: -0.36699 1.87301 -0.54125
H: 0.38852 0.95663 2.18376
H: 4.23379 0.11579 -0.01120
H: 6.04859 -0.69545 1.45466
H: 5.84330 -0.46768 3.91374
H: 3.84216 0.61714 4.87855
H: 2.03386 1.40428 3.42723
H: 1.65623 1.31654 -2.12439
H: 2.62344 3.01802 -3.60391
H: 4.03317 4.82137 -2.66455
H: 4.46484 4.88798 -0.22650
H: 3.46861 3.20120 1.25016
H: -3.53416 2.51236 1.87109
H: -4.32283 2.62106 4.19849
H: -3.46945 1.01477 5.87801
H: -1.82210 -0.70048 5.20397
H: -1.03190 -0.80691 2.87604
H: -3.88882 -0.72590 0.72709
H: -5.79061 -0.71385 -0.84361
H: -5.87686 0.96121 -2.66634
H: -4.06763 2.62887 -2.88458
H: -2.18696 2.63433 -1.31636

Forces on atoms 1 to 6 (eV/Å):
Ta -0.01 -0.65 -0.57
C -0.03 0.02 0.02
N 0.03 0.04 -0.01
C -0.03 0.10 -0.11
C 0.01 0.00 0.04
N -0.19 0.13 0.32

Computed, not measured: C48H39HgNOP2S as an isolated structure, with ωB97M-V with the def2-TZVPD basis set.

Calculated values
Net charge: +1
Molecular weight (u): 940.45
Multiplicity: 2
Energy above the lowest of the compared OMol25 structures with the same formula, charge and spin (eV): 0.6870
E_HOMO (spin up / spin down) (eV): -9.09 / -10.50
Frontier orbital gap (spin up / spin down) (Eh): 0.2593 / 0.2530

CARTESIAN COORDINATES (ANGSTROEM)
Hg: 0.82180 -0.58542 0.16428
O: 0.03833 1.82783 -2.19049
C: -0.04791 2.71607 -1.15889
C: -1.13277 3.55317 -0.96157
C: -1.17416 4.34148 0.17884
C: -0.15232 4.27678 1.11678
C: 0.94702 3.46281 0.88467
C: 1.03881 2.70689 -0.28403
P: 2.35493 1.49512 -0.58901
C: 3.84993 2.04781 0.28687
C: 4.15378 3.37500 0.58375
C: 5.39695 3.69833 1.10830
C: 6.34200 2.70836 1.33696
C: 6.04088 1.38321 1.05456
C: 4.79869 1.05486 0.53468
C: 2.86720 1.66653 -2.33274
C: 2.73596 0.59235 -3.20593
C: 3.07174 0.73399 -4.54460
C: 3.54569 1.95056 -5.01308
C: 3.69291 3.02140 -4.14112
C: 3.35970 2.88060 -2.80357
C: -1.09556 1.30699 -2.77652
C: -1.19220 1.42771 -4.15323
C: -2.22168 0.78989 -4.82484
C: -3.14179 0.02930 -4.11427
C: -3.03586 -0.06734 -2.73554
C: -2.01534 0.57695 -2.03097
P: -1.90730 0.56340 -0.19486
C: -3.27089 1.70032 0.27978
C: -3.14211 2.36087 1.50029
C: -4.15649 3.17838 1.97791
C: -5.30954 3.35680 1.22828
C: -5.43153 2.73017 -0.00468
C: -4.41810 1.90958 -0.48032
C: -2.57797 -1.08388 0.25365
C: -3.29534 -1.22722 1.43770
C: -3.68587 -2.48240 1.87960
C: -3.35835 -3.61297 1.14617
C: -2.63196 -3.48213 -0.02867
C: -2.23573 -2.22713 -0.46848
H: -1.94304 3.56277 -1.68019
H: -2.01964 4.99732 0.33932
H: -0.20593 4.86157 2.02484
H: 1.74217 3.41552 1.61649
H: 3.43092 4.15813 0.40364
H: 5.63122 4.73135 1.32965
H: 7.31478 2.97161 1.73054
H: 6.77298 0.60779 1.23784
H: 4.56227 0.01896 0.31602
H: 2.36097 -0.35738 -2.84251
H: 2.96076 -0.10345 -5.22056
H: 3.80753 2.06418 -6.05674
H: 4.07013 3.96848 -4.50390
H: 3.47808 3.71998 -2.12868
H: -0.44291 2.00559 -4.67825
H: -2.29958 0.87779 -5.90041
H: -3.94148 -0.48548 -4.62947
H: -3.75203 -0.66813 -2.18952
H: -2.22769 2.24719 2.06860
H: -4.04305 3.68652 2.92751
H: -6.10762 3.98772 1.59666
H: -6.31959 2.87950 -0.60480
H: -4.53216 1.44550 -1.45112
H: -3.56045 -0.35308 2.01778
H: -4.24737 -2.57614 2.80046
H: -3.66531 -4.59233 1.48837
H: -2.37333 -4.35991 -0.60649
H: -1.66440 -2.14118 -1.38501
N: 0.30062 -0.73433 2.52857
S: -0.14675 0.54440 3.34364
C: -0.99369 0.00671 4.82605
C: -2.37265 0.15627 4.85844
C: -3.08280 -0.32177 5.95166
C: -2.41067 -0.94389 6.99279
C: -1.02915 -1.09595 6.94634
C: -0.31244 -0.62074 5.86116
C: 1.27222 1.35332 4.10467
C: 1.08845 2.28294 5.12177
C: 2.18921 2.95161 5.63114
C: 3.45811 2.69531 5.12406
C: 3.62854 1.77084 4.10530
C: 2.52924 1.09880 3.58491
H: 0.81272 -1.40891 3.09384
H: -2.88549 0.64349 4.03917
H: -4.15800 -0.20774 5.98753
H: -2.96389 -1.31398 7.84557
H: -0.51118 -1.58509 7.76035
H: 0.76447 -0.73249 5.82835
H: 0.09941 2.47679 5.51803
H: 2.05843 3.66959 6.42965
H: 4.31600 3.21894 5.52426
H: 4.61603 1.57854 3.70752
H: 2.64330 0.36935 2.79181

Forces on atoms 1 to 6 (eV/Å):
Hg -0.03 -0.12 0.08
O 0.17 0.20 -0.13
C -0.03 0.02 0.07
C 0.08 0.14 -0.12
C 0.17 0.11 -0.05
C -0.08 0.01 -0.06